[1]
A molecular structure, C22H30BeO2Si. Source: the Open Molecules 2025 dataset; level of theory: the ωB97M-V functional and the def2-TZVPD basis.

For the LUMO energy, the calculation gives -0.117 eV. As for the net charge: 0. For the HOMO-LUMO gap, the calculation gives 5.85 eV. The total energy comes out at -1310.89505 Ha. The max |F| is 3.3 eV Å⁻¹.

Each line ends with the Löwdin charge.
CARTESIAN COORDINATES (ANGSTROEM)
C 0.59 2.38 4.30  -0.2345
C 1.00 2.58 2.96  -0.1978
C -0.17 2.73 2.16  -0.2160
H 2.03 2.68 2.61  0.0773
C -1.30 2.52 3.00  -0.2042
C -0.83 2.29 4.33  -0.2149
H -1.45 2.14 5.21  0.0675
H 1.25 2.36 5.17  0.0729
H -0.19 3.01 1.11  0.0828
H -2.34 2.59 2.69  0.0717
Be 0.03 -0.24 2.47  0.1900
C -0.15 0.01 0.76  -0.1248
H -1.06 0.61 0.61  0.0057
H -0.26 -0.90 0.15  -0.0481
H 0.72 0.60 0.39  0.0206
Si -0.57 -1.47 -3.14  0.7139
C 1.18 -1.23 -3.68  -0.3459
C 1.84 -0.01 -3.44  -0.0935
H 1.31 0.82 -2.96  0.1100
C 3.18 0.13 -3.83  -0.0866
H 3.69 1.08 -3.65  0.1026
C 3.86 -0.93 -4.44  -0.0909
H 4.91 -0.82 -4.73  0.1012
C 3.19 -2.14 -4.68  -0.0924
H 3.71 -2.96 -5.17  0.0976
C 1.85 -2.29 -4.30  -0.1179
H 1.32 -3.23 -4.49  0.0914
C -1.55 0.01 -3.64  -0.3413
C -1.36 0.66 -4.88  -0.0972
H -0.62 0.28 -5.59  0.1063
C -2.12 1.79 -5.20  -0.0894
H -1.96 2.30 -6.15  0.1010
C -3.08 2.27 -4.30  -0.0879
H -3.68 3.15 -4.55  0.1018
C -3.29 1.60 -3.08  -0.0842
H -4.05 1.96 -2.39  0.0998
C -2.54 0.47 -2.76  -0.1118
H -2.71 -0.07 -1.82  0.0933
H -0.58 -1.72 -1.69  -0.0379
H -1.19 -2.62 -3.83  -0.0242
C 1.78 -0.43 4.57  0.0228
O 1.42 -0.63 3.11  -0.2021
C 1.13 -2.12 2.77  -0.0620
C -0.29 -2.45 3.21  -0.0521
O -1.03 -1.13 3.24  -0.2208
C -2.12 -0.93 4.17  0.0066
H 2.21 -1.37 4.95  0.0926
H 2.53 0.38 4.57  0.1037
H 0.87 -0.15 5.12  0.0889
H 1.87 -2.75 3.30  0.1351
H 1.27 -2.19 1.67  0.1355
H -0.78 -3.06 2.44  0.1464
H -0.30 -2.92 4.20  0.1374
H -2.71 -1.86 4.22  0.0990
H -1.75 -0.67 5.17  0.1002
H -2.73 -0.11 3.78  0.1028

[2]
A molecular structure, C22H30Br32O5S. Source: the Open Molecules 2025 dataset; level of theory: the ωB97M-V functional and the def2-TZVPD basis.

For the LUMO energy, the calculation gives -0.538 eV. As for the net charge: 0. For the HOMO-LUMO gap, the calculation gives 8.54 eV. The total energy comes out at -83998.87827 Ha. The max |F| is 4.9 eV Å⁻¹.

Each line ends with the Löwdin charge.
CARTESIAN COORDINATES (ANGSTROEM)
C -0.96 1.49 3.62  -0.0905
C -1.67 1.44 2.23  -0.1382
C -3.20 1.31 2.34  -0.4913
O -3.69 1.37 3.40  0.1586
O -4.03 1.07 1.27  -0.0047
C -3.79 1.94 0.15  -0.1854
C -3.66 1.07 -1.13  -0.1168
C -2.50 0.06 -0.97  -0.2945
C -1.24 0.71 -1.66  -0.1172
C -0.04 -0.27 -1.37  -0.3562
C 1.33 0.39 -1.62  -0.5718
Br 2.82 -0.84 -1.33  0.5876
C 1.46 1.59 -0.54  -0.7037
C 1.41 2.99 -1.22  -0.2179
Br 3.09 1.44 0.56  0.6395
C -0.30 -1.53 -2.22  -0.3927
O -1.40 -2.38 -1.68  -0.4678
S -2.81 -1.54 -1.75  0.6419
O -3.24 -1.36 -3.10  -0.3405
O -3.73 -2.25 -0.94  -0.2417
H -0.91 0.45 3.99  0.0825
H -1.52 2.12 4.34  0.0486
H 0.06 1.88 3.48  0.0687
H -1.44 2.40 1.74  0.1126
H -1.18 0.65 1.63  0.0980
H -2.96 2.65 0.29  0.1247
H -4.71 2.55 0.01  0.0033
H -3.42 1.73 -1.98  0.1244
H -4.61 0.56 -1.36  0.1328
H -2.20 -0.13 0.07  0.1115
H -1.43 0.66 -2.75  0.0803
H -1.06 1.72 -1.28  0.1081
H -0.13 -0.55 -0.31  0.1181
H 1.39 0.84 -2.62  0.1041
H 0.61 1.50 0.14  0.0584
H 1.94 3.72 -0.59  0.0146
H 0.38 3.33 -1.39  0.0739
H 1.96 2.92 -2.18  -0.0085
H 0.59 -2.15 -2.24  -0.1090
H -0.51 -1.30 -3.28  0.0003
C 0.20 2.02 7.58  -1.5952
Br -1.20 0.70 7.67  0.5952
Br 1.79 1.34 6.73  0.5409
Br -0.40 3.66 6.75  0.5793
H 0.47 2.27 8.60  -0.0282
C 1.26 -5.14 -4.56  -1.5852
Br 2.37 -6.63 -4.06  0.5542
Br -0.56 -5.35 -3.95  0.6038
Br 2.01 -3.46 -3.96  0.6169
H 1.23 -5.11 -5.64  -0.0270
C -1.61 0.54 -6.08  -1.5665
Br -0.47 -0.95 -5.60  0.6686
Br -3.45 0.21 -5.62  0.6521
Br -1.00 2.19 -5.29  0.5616
H -1.55 0.65 -7.15  -0.0292
C -0.22 -3.28 8.11  -1.6510
Br -0.90 -4.54 6.82  0.5680
Br -0.86 -3.65 9.90  0.5619
Br 1.70 -3.15 8.05  0.5549
H -0.62 -2.31 7.83  -0.0846
C 3.35 4.77 -4.08  -1.5765
Br 4.11 3.31 -5.08  0.5727
Br 1.43 4.87 -4.30  0.5787
Br 3.84 4.70 -2.21  0.6622
H 3.76 5.69 -4.48  -0.0295
C 4.04 5.16 5.82  -1.6237
Br 2.85 6.66 6.07  0.5603
Br 4.45 4.30 7.50  0.5591
Br 3.35 3.91 4.53  0.5295
H 4.97 5.55 5.43  -0.0319
C -7.13 4.96 0.73  -1.6159
Br -9.04 4.89 0.46  0.5792
Br -6.59 3.99 2.30  0.6077
Br -6.16 4.37 -0.83  0.6317
H -6.87 6.00 0.89  -0.0302
C 0.84 -4.05 1.20  -1.5462
Br 0.38 -3.29 -0.51  0.8981
Br -0.73 -4.77 2.07  0.5812
Br 2.26 -5.36 1.08  0.5700
H 1.20 -3.24 1.81  -0.0267
C 1.92 -11.06 -3.94  -1.6272
Br 1.77 -12.52 -2.68  0.5694
Br 0.47 -9.80 -3.75  0.5507
Br 3.64 -10.19 -3.82  0.5492
H 1.85 -11.48 -4.93  -0.0311
C 6.67 0.17 -3.09  -1.5980
Br 7.18 -1.38 -4.12  0.5766
Br 4.75 0.34 -2.97  0.4799
Br 7.49 0.17 -1.35  0.5785
H 7.05 1.04 -3.62  -0.0323

[3]
A molecular structure, C22H30BrN4O2Ti. Source: the Open Molecules 2025 dataset; level of theory: the ωB97M-V functional and the def2-TZVPD basis.

For the LUMO energy, the calculation gives -11.065 eV. As for the net charge: +3. For the HOMO-LUMO gap, the calculation gives 5.86 eV. The total energy comes out at -4648.36680 Ha. The max |F| is 0.7 eV Å⁻¹.

Each line ends with the Löwdin charge.
CARTESIAN COORDINATES (ANGSTROEM)
Ti 1.10 0.11 -0.89  1.0464
O 0.94 -1.90 -0.23  -0.0982
C 1.97 -2.88 -0.43  -0.1890
C 1.71 -4.18 -0.04  0.0183
C 2.69 -5.14 -0.24  -0.0079
C 3.89 -4.80 -0.84  -0.0150
C 4.12 -3.49 -1.23  0.0141
C 3.17 -2.49 -1.02  -0.1104
C 3.49 -1.09 -1.44  -0.2377
O 2.26 -0.51 -1.99  -0.1595
N 3.87 -0.11 -0.43  0.0554
N 2.73 0.18 0.35  -0.1161
C 2.85 0.51 1.61  -0.1201
C 1.75 0.83 2.43  -0.5062
Br 0.05 0.72 1.54  1.0305
C 1.91 1.18 3.75  -0.0026
C 1.06 1.51 4.83  -0.2030
C 1.73 1.88 6.03  0.0185
C 1.02 2.22 7.16  -0.0137
C -0.37 2.20 7.12  0.0155
C -1.05 1.83 5.95  -0.0242
C -0.35 1.49 4.82  -0.0208
H 0.23 -2.30 0.30  0.1378
H 0.76 -4.45 0.41  0.1377
H 2.50 -6.16 0.05  0.1346
H 4.64 -5.56 -1.01  0.1328
H 5.05 -3.23 -1.71  0.1369
H 4.27 -1.08 -2.21  0.1762
H 4.68 -0.39 0.11  0.1627
H 3.84 0.54 2.07  0.1657
H 2.97 1.20 4.01  0.1390
H 2.81 1.88 6.05  0.1307
H 1.54 2.51 8.06  0.1316
H -0.93 2.47 8.00  0.1345
H -2.13 1.81 5.96  0.1271
H -0.91 1.19 3.94  0.0553
C -0.82 -1.27 -2.75  -0.0212
N -0.72 0.02 -1.99  -0.3548
C -2.02 0.25 -1.28  -0.0423
C -0.48 1.14 -2.98  -0.1355
C -0.01 2.40 -2.29  -0.1405
N 1.28 2.17 -1.55  -0.3340
C 1.44 3.23 -0.51  -0.0454
C 2.43 2.32 -2.52  -0.0211
H -1.55 -1.14 -3.56  0.1239
H -1.16 -2.05 -2.08  0.1040
H 0.14 -1.53 -3.18  0.1009
H -2.84 0.22 -2.00  0.1239
H -2.02 1.21 -0.78  0.0838
H -2.16 -0.55 -0.55  0.0991
H -1.41 1.34 -3.52  0.1579
H 0.25 0.78 -3.71  0.1354
H -0.75 2.74 -1.56  0.1279
H 0.13 3.20 -3.02  0.1573
H 1.44 4.20 -1.00  0.1208
H 2.40 3.09 -0.01  0.1025
H 0.63 3.18 0.20  0.0661
H 2.45 3.36 -2.86  0.1198
H 2.29 1.66 -3.37  0.0976
H 3.35 2.07 -2.00  0.0972

[4]
2 unconnected molecules or ions with the total composition C22H30Cl2P. Source: the Open Molecules 2025 dataset; level of theory: the ωB97M-V functional and the def2-TZVPD basis.

For the LUMO energy, the calculation gives -5.919 eV. As for the net charge: +1. For the HOMO-LUMO gap, the calculation gives 5.13 eV. The total energy comes out at -2117.75551 Ha. The max |F| is 1.9 eV Å⁻¹.

Each line ends with the Löwdin charge.
CARTESIAN COORDINATES (ANGSTROEM)
C -0.69 -0.40 -3.29  -0.1148
C -0.52 -0.46 -1.78  -0.5734
C -1.86 -0.64 -1.07  -0.1258
P 0.46 1.02 -1.14  1.0604
C 2.01 0.79 -2.18  -0.5772
C 2.58 -0.63 -2.14  -0.1238
C 3.08 1.82 -1.80  -0.1284
C -0.26 2.40 -2.22  -0.5608
C 0.38 3.74 -1.87  -0.1278
C -1.79 2.51 -2.17  -0.1254
H -1.23 -1.31 -3.61  0.0871
H -1.28 0.46 -3.60  0.0564
H 0.26 -0.37 -3.83  0.0692
H 0.11 -1.34 -1.53  0.0841
H -2.29 -1.59 -1.41  0.0850
H -1.72 -0.70 0.02  0.0350
H -2.57 0.16 -1.28  0.0611
H 1.70 1.00 -3.22  0.0943
H 3.54 -0.64 -2.66  0.0801
H 2.76 -0.96 -1.11  0.0723
H 1.93 -1.36 -2.63  0.0608
H 4.05 1.50 -2.19  0.0764
H 2.87 2.81 -2.21  0.0488
H 3.17 1.90 -0.71  0.0703
H 0.03 2.16 -3.26  0.0979
H -0.20 4.56 -2.30  0.0773
H 0.42 3.90 -0.78  0.0726
H 1.40 3.83 -2.26  0.0483
H -2.10 3.46 -2.63  0.0805
H -2.32 1.72 -2.70  0.0520
H -2.15 2.53 -1.13  0.0748
Cl -5.37 1.19 2.82  0.7868
C -3.75 0.66 2.97  -0.6256
C -2.74 1.59 3.30  -0.0620
C -1.42 1.20 3.24  0.0204
C -1.05 -0.14 2.88  -0.1854
C 0.32 -0.41 2.64  0.1176
C 0.91 -1.71 2.53  -0.1911
C 2.18 -1.95 3.13  0.0111
C 2.81 -3.18 3.03  -0.0669
C 2.19 -4.22 2.30  -0.6448
Cl 3.00 -5.70 2.08  0.7671
C 0.92 -4.03 1.74  -0.0644
C 0.30 -2.78 1.81  -0.0050
C -2.12 -1.10 2.78  0.0119
C -3.43 -0.68 2.72  -0.0643
H -3.00 2.61 3.55  0.1229
H -0.61 1.90 3.48  0.1361
H 1.00 0.43 2.71  0.1323
H 2.62 -1.16 3.74  0.1318
H 3.79 -3.35 3.47  0.1207
H 0.44 -4.85 1.21  0.1189
H -0.64 -2.62 1.30  0.1048
H -1.89 -2.17 2.77  0.1160
H -4.23 -1.38 2.47  0.1241

Look up the LUMO of the fourth one. -5.919 eV